No. 1
Entry from the Open Molecules 2025 dataset: a structure of composition C23H53O2OsP3 (wB97M-V/def2-TZVPD).

Geometry as ORCA input:
```
! wB97M-V def2-TZVPD RIJCOSX def2/J DEFGRID3
* xyz 4 5
Os 0.28 0.50 0.28
C 2.03 0.03 -0.34
O 3.08 -0.30 -0.75
C -1.59 0.43 0.72
O -2.74 0.34 0.94
P 0.04 2.29 -1.16
C -0.28 2.01 -2.99
H -0.38 3.02 -3.41
C -1.43 3.38 -0.73
H -2.28 2.67 -0.87
C 1.63 3.30 -1.28
H 2.31 2.59 -1.78
C 1.17 -3.68 0.87
P -0.36 -2.72 0.39
H -0.86 -4.35 -1.26
H 1.91 -3.35 0.13
C -1.79 -3.58 1.27
H -1.60 -4.66 1.11
C -1.44 3.81 0.74
H -2.32 4.45 0.91
H -0.54 4.37 1.02
H -1.54 2.94 1.41
C -1.70 4.57 -1.65
H -0.92 5.34 -1.56
H -2.64 5.03 -1.33
H -1.82 4.29 -2.70
C 1.57 4.55 -2.16
H 1.12 4.39 -3.15
H 2.60 4.90 -2.34
H 1.04 5.38 -1.67
C 2.22 3.63 0.08
H 3.21 4.08 -0.08
H 2.35 2.73 0.70
H 1.60 4.35 0.63
C 0.90 1.32 -3.68
H 1.64 2.05 -4.01
H 0.55 0.77 -4.56
H 1.39 0.60 -3.01
C -1.59 1.26 -3.23
H -1.50 0.21 -2.94
H -1.82 1.30 -4.31
H -2.44 1.70 -2.68
C 1.00 -5.20 0.74
H 0.67 -5.51 -0.26
H 0.30 -5.60 1.48
H 1.98 -5.68 0.92
C 1.71 -3.28 2.24
H 1.08 -3.64 3.07
C -1.67 -2.54 -2.12
H 1.83 -2.20 2.32
H 2.70 -3.74 2.37
C 0.78 -3.24 -2.14
H -2.20 -1.83 -1.47
H -1.28 -1.97 -2.98
H -2.41 -3.25 -2.50
C -0.55 -3.29 -1.38
H 0.57 -3.33 -3.22
H 1.46 -4.05 -1.86
H 1.29 -2.28 -1.97
C -3.17 -3.22 0.70
H -3.31 -2.13 0.70
H -3.94 -3.66 1.35
H -3.32 -3.61 -0.31
C -1.78 -3.26 2.76
H -1.94 -2.18 2.92
H -0.86 -3.56 3.28
H -2.62 -3.79 3.24
H -0.25 -0.94 -0.95
H -0.29 -0.18 -1.41
C 0.71 2.44 3.25
P 0.94 0.78 2.49
C 2.70 0.42 2.84
C 0.05 -0.30 3.67
H 1.17 3.21 2.63
H 1.17 2.46 4.25
H -0.36 2.65 3.35
H 3.30 1.32 2.60
H 2.84 0.17 3.90
H 3.07 -0.41 2.22
H 0.39 -0.10 4.70
H -1.03 -0.09 3.60
H 0.22 -1.35 3.42
*
```

The HOMO-LUMO gap (alpha / beta) comes out at 7.05 / 3.84 eV. The value obtained for the lowest unoccupied orbital energy (alpha / beta) is -13.13 / -17.89 eV. As for the HOMO energy (alpha / beta): -20.2 / -21.7 eV. The value obtained for the energy above the lowest of the compared OMol25 structures with the same formula, charge and spin is 0.0 kJ/mol.

No. 2
Entry from the Open Molecules 2025 dataset: a structure of composition C23H53O5P3Tc (wB97M-V/def2-TZVPD).

Geometry as ORCA input:
```
! wB97M-V def2-TZVPD RIJCOSX def2/J DEFGRID3
* xyz 4 4
Tc 0.64 -0.57 -1.26
C -1.11 0.52 -1.68
O -2.09 1.07 -2.28
C 1.17 -0.61 0.77
O 1.73 -0.79 1.86
P 1.45 1.69 -1.06
C 1.12 3.26 -0.19
H 1.80 4.01 -0.60
C 3.32 1.48 -0.77
H 3.28 0.95 0.21
C 1.33 2.29 -2.81
H 0.27 2.59 -2.84
C -1.49 -2.75 -2.37
P -1.00 -2.15 -0.65
H -2.94 -3.33 0.26
H -2.12 -1.91 -2.71
C -0.20 -3.72 0.00
H -0.74 -4.56 -0.48
C 3.95 0.52 -1.79
H 4.16 1.01 -2.76
H 3.35 -0.39 -1.97
H 4.93 0.19 -1.38
C 4.16 2.76 -0.60
H 5.21 2.42 -0.50
H 3.88 3.31 0.30
H 4.09 3.42 -1.48
C 2.15 3.51 -3.23
H 2.01 4.37 -2.57
H 1.79 3.82 -4.22
H 3.22 3.30 -3.32
C 1.49 1.19 -3.84
H 1.09 1.53 -4.79
H 0.95 0.26 -3.60
H 2.52 0.90 -4.02
C -0.28 3.76 -0.42
H -0.39 4.35 -1.32
H -0.64 4.38 0.40
H -0.97 2.93 -0.49
C 1.41 3.16 1.29
H 0.64 2.59 1.80
H 1.39 4.15 1.76
H 2.36 2.70 1.54
C -2.31 -4.06 -2.44
H -3.16 -4.06 -1.75
H -1.68 -4.94 -2.25
H -2.70 -4.12 -3.47
C -0.29 -2.83 -3.30
H 0.29 -3.75 -3.17
C -2.68 -1.61 1.52
H 0.41 -1.97 -3.22
H -0.67 -2.84 -4.33
C -3.85 -1.64 -0.68
H -3.07 -0.59 1.51
H -3.31 -2.18 2.22
H -1.68 -1.56 1.96
C -2.71 -2.25 0.14
H -4.75 -1.58 -0.06
H -4.11 -2.24 -1.56
H -3.58 -0.63 -1.01
C -0.32 -3.88 1.52
H 0.20 -3.05 2.04
H 0.17 -4.82 1.82
H -1.36 -3.92 1.86
C 1.27 -3.79 -0.43
H 1.41 -3.69 -1.51
H 1.66 -4.77 -0.13
H 1.86 -3.01 0.07
H -1.28 0.56 1.16
H -0.84 1.24 1.02
C 1.17 1.19 4.67
O 0.07 1.75 3.90
P -1.05 1.08 3.03
O -1.89 0.09 3.94
C -1.39 -0.82 4.96
O -2.08 2.17 2.62
C -3.49 2.20 2.73
H 2.01 1.00 3.99
H 0.85 0.25 5.13
H 1.44 1.93 5.43
H -1.15 -0.25 5.87
H -0.52 -1.39 4.59
H -2.22 -1.52 5.16
H -3.92 1.69 1.86
H -3.88 1.76 3.65
H -3.76 3.25 2.72
*
```

The HOMO-LUMO gap (alpha / beta) comes out at 5.48 / 5.05 eV. The value obtained for the lowest unoccupied orbital energy (alpha / beta) is -15.20 / -16.63 eV. As for the HOMO energy (alpha / beta): -20.7 / -21.7 eV.

No. 3
Entry from the Open Molecules 2025 dataset: a structure of composition C23H54B2MgO11S5 (wB97M-V/def2-TZVPD).

Geometry as ORCA input:
```
! wB97M-V def2-TZVPD RIJCOSX def2/J DEFGRID3
* xyz 0 1
Mg 2.33 18.35 6.63
B 2.71 16.43 6.69
H 3.33 16.93 7.51
H 3.02 16.89 5.70
H 2.89 15.27 6.71
H 1.61 16.65 6.85
B 1.39 19.32 5.18
H 0.80 18.63 5.87
H 1.93 20.07 5.86
H 2.19 18.68 4.67
H 0.62 19.91 4.52
C -0.14 14.67 4.14
C 1.08 14.27 3.35
O 1.06 14.22 2.14
C 2.36 13.96 4.10
H -0.61 13.85 4.68
H -0.85 15.06 3.41
H 0.02 15.51 4.83
H 2.78 14.97 4.08
H 2.94 13.22 3.56
H 2.05 13.59 5.07
C 0.74 20.89 10.47
C -0.46 21.47 9.69
C -0.74 20.52 8.52
S -0.09 18.89 9.03
O 1.11 18.57 8.28
O -1.18 17.94 9.10
C 0.39 19.42 10.67
H 0.99 21.49 11.34
H 1.63 21.02 9.85
H -0.22 22.47 9.31
H -1.34 21.62 10.31
H -0.31 20.84 7.57
H -1.80 20.47 8.27
H 1.15 18.73 11.03
H -0.45 19.36 11.37
C 5.69 18.22 2.21
C 5.11 16.95 2.81
C 5.61 16.89 4.24
S 5.56 18.63 4.81
O 6.82 19.00 5.42
O 4.33 18.85 5.53
C 5.42 19.37 3.17
H 5.37 18.56 1.22
H 6.76 18.11 1.97
H 5.48 16.09 2.25
H 4.02 16.92 2.71
H 6.62 16.50 4.34
H 4.96 16.32 4.91
H 6.11 20.21 3.07
H 4.39 19.69 3.04
C 5.82 22.28 8.44
C 6.71 21.09 8.01
C 6.03 19.86 8.61
S 4.24 20.27 8.79
O 3.94 20.30 10.21
O 3.42 19.53 7.85
C 4.39 21.97 8.13
H 6.13 23.26 8.06
H 6.01 22.44 9.51
H 7.71 21.21 8.42
H 6.80 21.08 6.93
H 6.34 19.62 9.63
H 6.09 18.96 8.00
H 3.60 22.54 8.60
H 4.17 21.82 7.07
C 4.10 14.00 10.62
C 4.88 14.42 11.88
C 4.38 15.82 12.22
S 4.15 16.67 10.62
O 5.33 17.42 10.27
O 2.83 17.27 10.63
C 4.02 15.15 9.63
H 3.08 13.83 10.97
H 4.33 13.00 10.24
H 5.93 14.62 11.62
H 4.90 13.72 12.70
H 4.84 16.50 12.93
H 3.35 15.77 12.57
H 4.80 15.18 8.88
H 3.04 15.18 9.16
C 3.65 9.42 8.14
C 3.42 10.75 8.86
C 3.40 11.83 7.75
S 2.64 11.00 6.32
O 3.63 11.13 5.27
O 1.27 11.47 6.19
C 2.61 9.34 7.05
H 3.66 8.53 8.78
H 4.64 9.43 7.68
H 4.16 10.91 9.64
H 2.44 10.75 9.35
H 4.43 12.01 7.44
H 2.81 12.69 8.02
H 2.69 8.58 6.28
H 1.60 9.30 7.48
*
```

The HOMO-LUMO gap comes out at 8.75 eV. The value obtained for the lowest unoccupied orbital energy is 0.27 eV. As for the HOMO energy: -8.5 eV. The value obtained for the energy above the lowest of the compared OMol25 structures with the same formula, charge and spin is 0.0 kJ/mol.

No. 4
Entry from the Open Molecules 2025 dataset: a cluster of 8 separate species, C23H54N11O8 in total (wB97M-V/def2-TZVPD).

Geometry as ORCA input:
```
! wB97M-V def2-TZVPD RIJCOSX def2/J DEFGRID3
* xyz 1 1
N 3.16 -3.66 -1.74
C 1.79 -3.54 -1.75
N 0.68 -4.56 -1.70
C -0.52 -3.59 -1.71
N -0.17 -2.13 -1.82
N 1.22 -2.14 -1.83
O 2.11 -1.14 -1.88
H 3.63 -3.47 -0.81
H 3.77 -3.92 -2.56
H -1.63 -3.96 -1.65
H -0.75 -1.26 -1.84
H 2.03 -0.72 -2.80
C 2.14 3.37 0.44
O 3.07 3.34 -0.35
N 1.52 2.27 1.00
C 0.41 2.40 1.92
C 2.00 0.95 0.65
H 1.70 4.33 0.77
H 0.69 1.93 2.88
H -0.46 1.88 1.51
H 0.16 3.45 2.10
H 3.05 0.87 0.93
H 1.91 0.81 -0.43
H 1.41 0.18 1.17
C -4.54 -3.42 -1.39
O -3.34 -3.36 -1.64
N -5.09 -3.54 -0.14
C -6.52 -3.60 0.07
C -4.21 -3.61 1.01
H -5.29 -3.37 -2.20
H -6.83 -2.77 0.71
H -6.77 -4.55 0.56
H -7.06 -3.54 -0.88
H -3.61 -2.70 1.05
H -3.55 -4.47 0.90
H -4.79 -3.70 1.93
C -6.35 -4.32 4.53
O -6.53 -3.98 3.37
N -5.55 -5.37 4.94
C -5.39 -5.71 6.34
C -4.84 -6.15 3.95
H -6.84 -3.80 5.37
H -4.34 -5.63 6.61
H -5.73 -6.74 6.49
H -5.98 -5.05 6.98
H -4.18 -5.48 3.38
H -5.57 -6.59 3.26
H -4.25 -6.93 4.42
C -5.37 -1.73 7.32
O -4.90 -2.78 7.72
N -4.65 -0.64 6.89
C -5.29 0.58 6.43
C -3.20 -0.70 6.89
H -6.46 -1.57 7.28
H -5.00 0.77 5.40
H -4.97 1.41 7.07
H -6.38 0.50 6.48
H -2.89 -1.53 6.25
H -2.86 -0.90 7.91
H -2.77 0.23 6.52
C 6.04 6.32 1.61
O 4.99 6.13 2.22
N 6.23 6.10 0.27
C 7.50 6.35 -0.38
C 5.13 5.60 -0.53
H 6.94 6.70 2.12
H 7.36 7.09 -1.17
H 7.87 5.42 -0.82
H 8.24 6.73 0.33
H 4.30 6.30 -0.47
H 4.81 4.63 -0.12
H 5.43 5.47 -1.57
C -0.06 -4.09 -7.57
O 1.13 -4.03 -7.81
N -0.62 -4.22 -6.31
C -2.05 -4.28 -6.11
C 0.26 -4.28 -5.16
H -0.82 -4.05 -8.37
H -2.35 -3.45 -5.47
H -2.30 -5.23 -5.61
H -2.59 -4.22 -7.05
H 0.86 -3.37 -5.12
H 0.92 -5.15 -5.27
H -0.32 -4.38 -4.24
C 6.52 7.92 -3.57
O 6.76 8.54 -2.54
N 6.80 8.35 -4.85
C 6.48 7.56 -6.02
C 7.44 9.64 -5.03
H 6.03 6.93 -3.55
H 7.41 7.35 -6.56
H 5.80 8.13 -6.66
H 6.01 6.62 -5.74
H 8.40 9.64 -4.50
H 6.80 10.42 -4.59
H 7.60 9.85 -6.09
*
```

The HOMO-LUMO gap comes out at 5.72 eV. The value obtained for the lowest unoccupied orbital energy is -4.03 eV. As for the HOMO energy: -9.7 eV.

What did we get for calculated total energy? Answer: -2171.61130; -2387.39989; -3977.01291; -2112.56642 hartree, in the order shown.